# 1
# C3H3Cl2NO

A cluster of 2 separate species, C3H3Cl2NO in total (ωB97M-V with the def2-TZVPD basis set, the Open Molecules 2025 dataset).

XYZ file:
```
10
Properties=species:S:1:pos:R:3:forces:R:3:nbo_charge:R:1
O -0.7266 -1.7159 1.1110 -0.48 0.13 0.58 -0.510
N -0.1860 -1.5313 -0.0996 0.61 -0.74 -0.12 -0.092
C -0.5911 -0.6518 -0.8806 -0.92 0.34 -0.26 -0.007
Cl -1.9513 0.4128 -0.5622 0.09 -0.19 0.01 -0.063
H -1.4586 -1.0825 1.2553 0.13 -0.01 -0.17 0.457
H -0.1344 -0.5482 -1.8458 0.07 0.13 -0.18 0.219
C 0.7867 1.8195 0.4467 0.53 -0.67 -0.11 -0.256
C 1.5293 0.9279 0.1417 0.05 0.74 0.16 -0.133
Cl 2.6350 -0.1854 -0.3065 0.24 -0.13 -0.03 0.142
H 0.0972 2.5549 0.7401 -0.32 0.40 0.12 0.243
```
Forces are in eV/Å.

Properties
LUMO = 0.63 eV
Kohn-Sham gap = 10.754 eV
SMILES = O/N=C\Cl.C#CCl
E_tot = -1166.33813 hartree
Relative energy (zero: lowest compared OMol25 entry of this formula, charge and spin) = 4.023 eV
Total charge = 0

=====

# 2
# C29H72Cl8O7

A cluster of 11 separate species, C29H72Cl8O7 in total (ωB97M-V with the def2-TZVPD basis set, the Open Molecules 2025 dataset).

XYZ file:
```
116
Properties=species:S:1:pos:R:3:forces:R:3:lowdin_charge:R:1
C 4.1269 2.3564 4.5416 0.18 -0.11 1.00 -0.054
C 3.0238 1.3937 4.0237 0.99 2.02 -0.44 -0.459
C 1.7381 2.1582 3.9271 -1.76 -0.03 0.02 -0.071
O 3.3743 1.0511 2.7112 0.89 -0.40 -0.87 -0.065
H 5.1361 1.9445 4.5314 -0.13 -0.44 0.16 0.071
H 3.8913 2.6900 5.5522 0.03 -0.60 0.48 0.074
H 4.2632 3.3492 4.1128 -0.67 -0.22 -1.15 0.074
H 2.9644 0.4832 4.6200 -0.07 0.09 0.37 0.139
H 1.8383 3.1690 3.5317 0.44 0.13 0.36 0.087
H 1.1247 2.1647 4.8281 0.30 0.29 0.37 0.082
H 1.0724 1.7102 3.1894 0.00 -0.38 -0.10 0.047
H 2.5710 0.8801 2.2141 -0.36 -0.31 -0.24 0.048
C 0.3137 -4.9730 1.6109 0.26 -1.11 -0.12 -0.067
C 0.3966 -6.4316 2.1849 1.27 1.96 -1.16 -0.506
C 1.8633 -6.8224 2.3268 -0.27 -0.26 -0.15 -0.062
O -0.1989 -6.3942 3.4392 -0.55 -0.71 0.87 -0.040
H 0.6164 -4.2944 2.4084 0.12 0.03 -0.08 0.057
H -0.6878 -4.6985 1.2798 -0.13 -0.07 0.00 0.064
H 0.9962 -4.8963 0.7645 -0.06 0.26 -0.08 0.071
H -0.0406 -7.1550 1.4968 -0.47 -0.05 0.00 0.131
H 2.4111 -6.1499 2.9870 -0.13 -0.14 0.23 0.085
H 2.3637 -6.7849 1.3592 -0.12 0.03 -0.12 0.077
H 1.9040 -7.8620 2.6520 0.26 0.09 0.34 0.078
H -1.1012 -6.0973 3.3007 -0.17 0.01 0.23 0.090
C 3.1771 4.0235 -0.2845 0.87 -1.22 0.19 -0.054
C 1.7929 4.0741 -0.8830 0.49 2.77 1.67 -0.491
C 1.0514 5.2903 -0.2689 -0.69 -0.67 1.16 -0.048
O 1.9403 4.2884 -2.2417 -0.30 -0.42 -1.86 -0.039
H 3.6878 3.1896 -0.7660 0.23 -0.13 -0.03 0.069
H 3.1894 3.7948 0.7812 -0.26 -0.01 0.09 0.074
H 3.8283 4.8840 -0.4381 -0.50 0.32 -0.22 0.091
H 1.2574 3.1577 -0.6352 -0.20 -0.10 -0.13 0.123
H 1.2706 5.2439 0.7979 -0.53 -0.10 0.26 0.072
H -0.0254 5.2385 -0.4301 -0.18 -0.29 0.15 0.072
H 1.2773 6.3348 -0.4837 0.91 -0.25 -0.89 0.085
H 1.3720 5.0296 -2.4637 0.04 -0.05 -0.34 0.089
C 2.3029 -1.7474 -3.7461 0.55 0.87 0.90 -0.053
C 2.1142 -3.2099 -4.0539 -1.78 -0.16 0.16 -0.473
C 0.6005 -3.6073 -4.0461 0.74 0.67 -0.62 -0.038
O 2.6239 -3.4779 -5.3547 0.24 -0.27 0.35 -0.046
H 1.8318 -1.0511 -4.4399 -0.29 -0.31 -0.14 0.079
H 3.3498 -1.4468 -3.7040 0.37 -0.31 -0.43 0.071
H 2.0126 -1.4772 -2.7309 -0.53 -0.20 -0.09 0.044
H 2.6508 -3.8305 -3.3363 0.06 0.02 0.25 0.133
H 0.2205 -3.2291 -4.9952 -0.15 -0.04 -0.19 0.078
H 0.0223 -3.0886 -3.2815 0.24 -0.16 0.31 0.035
H 0.4026 -4.6789 -4.0225 0.24 0.03 0.14 0.079
H 3.5641 -3.4377 -5.1649 0.38 -0.09 -0.78 0.085
C -5.2433 -2.5979 2.6639 -0.47 -0.33 -0.27 -0.040
C -5.6381 -1.1842 2.2383 1.19 0.61 -0.02 -0.522
C -5.1826 -0.6306 0.8761 0.11 -0.95 0.29 -0.047
O -7.0159 -1.0555 2.3542 -1.33 -0.16 0.09 -0.037
H -4.1947 -2.8726 2.5492 0.08 0.43 -0.10 0.061
H -5.8280 -3.3585 2.1464 -0.06 0.09 -0.36 0.079
H -5.5148 -2.7394 3.7100 0.09 0.19 0.12 0.077
H -5.2065 -0.5187 2.9859 0.45 0.19 0.22 0.100
H -5.6469 -1.1801 0.0572 0.31 -0.42 -0.04 0.083
H -4.0943 -0.6909 0.8696 0.04 0.09 -0.49 0.050
H -5.5009 0.3940 0.6836 0.11 0.26 0.52 0.063
H -7.1893 -0.1425 2.1134 -0.44 0.04 0.03 0.089
C 0.8976 -1.2467 -0.3629 -1.20 -1.09 -1.45 -0.046
C 0.4336 0.1388 0.0030 -0.24 0.01 0.30 -0.458
C -1.0546 0.4095 -0.1231 -0.61 -0.52 -1.32 -0.065
O 0.7119 0.2625 1.3745 1.27 1.22 1.17 -0.105
H 0.5590 -1.9591 0.3894 0.14 -0.07 0.21 0.070
H 1.9377 -1.4493 -0.6187 0.19 0.62 0.57 0.077
H 0.3596 -1.5638 -1.2563 -0.09 -0.07 -0.23 0.040
H 0.9875 0.8621 -0.5953 0.17 0.30 0.36 0.129
H -1.6589 -0.3452 0.3803 0.18 -0.28 0.04 0.037
H -1.3137 0.3801 -1.1815 -0.23 -0.03 -0.14 0.067
H -1.4432 1.3560 0.2527 0.73 0.25 0.14 0.060
H 0.2678 -0.4907 1.7708 -0.06 -0.14 0.37 -0.017
C -0.3954 1.2352 -5.7429 0.54 -0.79 0.61 -0.055
C 0.2845 2.3001 -4.8766 -0.56 0.67 0.30 -0.466
C -0.2643 3.6877 -5.2303 1.10 0.06 0.09 -0.056
O 0.0317 2.0641 -3.4882 -1.09 -0.99 0.37 -0.077
H -1.4813 1.3291 -5.7525 0.01 0.16 0.23 0.074
H -0.1420 0.2482 -5.3559 -0.18 -0.13 0.26 0.052
H -0.0772 1.1576 -6.7825 0.25 0.68 -0.01 0.082
H 1.3744 2.3039 -4.8598 0.14 -0.15 -1.26 0.136
H -0.3508 3.7991 -6.3112 -0.16 0.16 0.04 0.078
H 0.4871 4.3906 -4.8705 -0.08 0.41 -0.13 0.060
H -1.1896 3.9268 -4.7061 -0.15 -0.37 -0.21 0.084
H 0.6018 2.6158 -2.9476 0.28 0.31 -0.22 0.043
Cl -1.0370 -1.8233 3.1361 -0.21 0.68 0.78 0.585
C -0.9423 -0.5250 4.4370 -0.72 0.14 -0.14 -0.523
C -2.2459 0.3571 4.5618 1.17 -0.80 0.95 -0.645
Cl -2.6299 1.1386 3.0778 -0.29 0.59 -1.53 0.644
H -0.0800 0.0939 4.1891 -0.29 0.09 -0.29 0.034
H -0.6562 -1.0518 5.3474 -0.52 0.01 0.05 0.071
H -2.0675 1.1847 5.2484 0.35 -0.30 0.29 0.066
H -3.1603 -0.1282 4.9032 0.40 -0.53 -0.02 0.067
Cl -5.8112 5.7319 1.2375 -1.24 0.06 0.05 0.586
C -4.1427 5.2905 1.2594 1.89 0.42 0.28 -0.724
C -3.8650 3.8098 0.9605 -0.50 0.90 1.59 -0.727
Cl -4.4488 3.3743 -0.5989 -0.08 -0.47 -1.42 0.591
H -3.7229 5.6027 2.2156 -0.22 -0.62 0.44 0.070
H -3.6328 6.0214 0.6318 0.03 -0.56 -0.75 0.065
H -4.4558 3.2268 1.6670 0.11 -0.01 0.13 0.044
H -2.8217 3.5376 1.1203 0.04 0.22 -0.31 0.054
Cl -3.2869 -1.5480 -5.6800 0.14 -0.05 0.21 0.563
C -3.0636 -2.5241 -4.2123 -0.83 0.23 1.89 -0.652
C -2.6353 -1.6279 -2.9938 0.40 0.08 -2.39 -0.678
Cl -2.3280 -2.5579 -1.5474 -0.02 -0.50 0.30 0.613
H -2.3915 -3.3598 -4.4069 0.06 0.30 0.04 0.056
H -4.0344 -2.8885 -3.8763 -0.07 -0.41 -0.66 0.061
H -3.4043 -0.8840 -2.7854 0.14 -0.08 -0.06 0.073
H -1.7248 -1.1557 -3.3625 0.14 0.37 0.68 0.051
Cl 6.9821 -0.9831 1.9719 0.28 -0.25 0.07 0.557
C 6.2043 0.4148 1.2349 0.25 0.84 -0.78 -0.681
C 5.1333 0.0245 0.2358 -0.73 -0.53 0.79 -0.646
Cl 5.7109 -1.1177 -1.0493 -0.18 0.61 0.43 0.507
H 6.9105 1.0399 0.6885 0.54 -0.31 0.23 0.073
H 5.8470 1.0177 2.0696 -0.56 -0.13 -0.34 0.048
H 4.6714 0.8913 -0.2368 0.35 0.01 -0.10 0.060
H 4.3447 -0.4759 0.7978 -0.03 -0.24 -0.28 0.051
```
Forces are in eV/Å.

Properties
LUMO = 0.14 eV
Kohn-Sham gap = 10.150 eV
SMILES = CC(C)O.CC(C)O.CC(C)O.CC(C)O.CC(C)O.CC(C)O.CC(C)O.ClCCCl.ClCCCl.ClCCCl.ClCCCl
E_tot = -5356.26099 hartree
Total charge = 0

=====

# 3
# C5H16N2O3

A cluster of 3 separate species, C5H16N2O3 in total (ωB97M-V with the def2-TZVPD basis set, the Open Molecules 2025 dataset).

XYZ file:
```
26
Properties=species:S:1:pos:R:3:forces:R:3:nbo_charge:R:1
C -1.8069 -1.2683 -0.3199 -0.51 -0.49 0.76 -0.630
C -0.9144 -0.1060 0.1248 0.03 -0.43 -1.68 -0.218
N 0.0000 0.2827 -0.9662 0.76 -1.33 0.03 -0.448
C -0.5248 0.8860 -2.1756 -0.07 2.43 0.39 -0.438
C 1.2607 -0.2857 -1.0906 -0.20 1.52 0.10 0.659
O 1.9739 0.0627 -2.0196 0.21 -0.56 -0.09 -0.628
C 1.8295 -1.2095 -0.0140 -0.18 0.19 -0.61 -0.307
N 1.1645 -2.5018 -0.1049 -0.05 -0.14 0.75 -0.842
H -1.2596 -2.0052 -0.9042 0.05 0.20 -0.08 0.222
H -2.1478 -1.8108 0.5683 0.02 0.05 0.01 0.216
H -2.7288 -0.9907 -0.8326 0.22 0.30 -0.20 0.205
H -1.5295 0.7693 0.3684 0.40 -0.21 0.39 0.219
H -0.2472 -0.4525 0.9107 -0.51 0.32 0.37 0.204
H -1.5671 0.6643 -2.3986 0.14 -0.54 0.09 0.204
H -0.4913 1.9834 -2.0221 -0.36 -0.20 0.07 0.196
H 0.1384 0.8249 -3.0305 -0.02 -0.93 0.03 0.251
H 2.9047 -1.2218 -0.2154 -0.05 -0.07 0.01 0.204
H 1.6857 -0.7848 0.9860 -0.03 -0.14 -0.09 0.193
H 1.1713 -2.9132 -1.0280 0.28 0.18 -0.08 0.369
H 1.6065 -3.1453 0.5381 -0.10 -0.18 -0.10 0.365
O 0.0959 2.6511 1.2080 -0.34 -0.01 0.00 -0.962
H 0.4906 3.4729 1.5108 0.29 -0.01 -0.15 0.486
H 0.7687 2.1293 0.7586 0.10 0.17 -0.07 0.491
O -0.7510 1.8161 3.7861 0.29 -0.81 -0.72 -0.943
H -0.4754 0.9480 3.4520 -0.14 -0.35 0.99 0.451
H -0.6468 2.2051 2.9103 -0.20 1.02 -0.13 0.479
```
Forces are in eV/Å.

Properties
LUMO = 0.43 eV
Kohn-Sham gap = 9.653 eV
SMILES = CCN(C)C(=O)CN.O.O
E_tot = -535.32583 hartree
Relative energy (zero: lowest compared OMol25 entry of this formula, charge and spin) = 1.439 eV
Total charge = 0

=====

# 4
# C4H5NO2

The molecule C4H5NO2 (ωB97M-V with the def2-TZVPD basis set, the Open Molecules 2025 dataset).

XYZ file:
```
12
Properties=species:S:1:pos:R:3:forces:R:3:nbo_charge:R:1
C 1.9910 0.8954 -0.0962 0.07 -0.03 0.11 -0.248
O 0.7947 0.6805 -0.8641 -0.41 0.02 0.09 -0.505
C -0.1457 -0.1453 -0.3430 -0.30 -0.12 0.31 0.435
C -1.5698 0.1343 -0.2273 0.69 -0.16 -0.05 -0.391
C -2.0535 -0.9890 0.3681 0.86 -0.20 -0.09 0.133
O -1.0244 -1.8601 0.5846 -0.77 0.26 -0.02 -0.283
N 0.1537 -1.3247 0.1277 0.06 0.45 -0.04 -0.177
H 1.7332 1.1898 0.9267 0.00 -0.09 -0.12 0.181
H 2.6405 0.0142 -0.0670 -0.27 0.04 -0.07 0.191
H 2.5324 1.7183 -0.5757 -0.27 -0.23 0.01 0.196
H -2.0358 1.0570 -0.5555 -0.10 -0.40 0.19 0.247
H -3.0164 -1.3704 0.7216 0.44 0.46 -0.32 0.221
```
Forces are in eV/Å.

Properties
LUMO = 1.00 eV
Kohn-Sham gap = 10.862 eV
SMILES = COc1ccon1
E_tot = -360.57982 hartree
Relative energy (zero: lowest compared OMol25 entry of this formula, charge and spin) = 2.438 eV
Total charge = 0

=====

no.,strongest force on any atom (eV/Å)
1,1.02
2,3.27
3,2.46
4,0.89